1.
The following is a DFT calculation (ωB97M-V/def2-TZVPD) of the molecule C6H10.

The multiplicity is 1. As for the HOMO-LUMO gap: 0.3759 Ha. Its SMILES is C[C@@H]1C=CCC1. Its charge is 0.

```
16
C6H10, DFT ωB97M-V/def2-TZVPD
H 1.29 1.03 -1.25
C 0.33 0.00 1.76
C 0.57 0.83 -0.45
H -0.25 1.56 -0.54
C -0.06 -0.57 -0.49
H -0.84 -0.53 -2.52
H 2.26 0.70 0.99
H 1.08 1.95 1.39
H 0.74 -1.30 -0.71
C 1.19 0.94 0.97
H -1.49 -1.84 -1.53
C -0.47 -0.71 0.97
H -2.04 -0.17 -1.27
C -1.17 -0.79 -1.51
H 0.25 -0.01 2.84
H -1.40 -1.10 1.36
```

=====

2.
The following is a DFT calculation (ωB97M-V/def2-TZVPD) of the molecule C6H10.

The multiplicity is 1. As for the HOMO-LUMO gap (spin up / spin down): 0.2857 / 0.2714 Ha. Its charge is 0.

```
16
C6H10, DFT ωB97M-V/def2-TZVPD
H -0.38 -1.20 0.07
C 1.31 0.88 -0.31
H -0.56 1.85 -0.06
H -2.88 -1.14 -0.09
H 2.90 -1.98 0.37
H -2.86 0.63 -0.10
H 1.56 1.63 -1.05
H -0.88 -0.31 -1.36
C 2.37 -1.11 0.82
C -0.07 0.91 0.25
H 2.86 -0.10 -1.06
H -2.35 -0.26 1.35
H -0.03 0.88 1.35
C -2.33 -0.26 0.25
C -0.89 -0.29 -0.26
C 2.23 -0.12 -0.18
```

=====

3.
The following is a DFT calculation (ωB97M-V/def2-TZVPD) of the molecule C6H10.

The multiplicity is 1. As for the HOMO-LUMO gap: 0.3603 Ha. Its SMILES is CCC#CCC. Its charge is 0.

```
16
C6H10, DFT ωB97M-V/def2-TZVPD
H -1.84 1.76 -0.34
H 2.28 -1.81 -0.28
C 0.46 -0.75 0.07
C -2.08 -0.24 0.49
H -2.30 0.52 -1.54
C -2.46 0.86 -0.51
C 2.80 0.23 0.35
H -2.72 -1.11 0.33
H -3.51 1.13 -0.40
H 2.67 0.25 1.44
H -2.28 0.11 1.51
H 2.55 1.21 -0.05
H 3.85 0.00 0.11
C -0.69 -0.64 0.41
C 1.86 -0.81 -0.23
H 1.41 -0.72 -1.35
```

=====

Computed values of energy above the lowest of the compared OMol25 structures with the same formula, charge and spin (unit: kJ/mol) for the preceding records, in sequence: 38.3 405.7 218.0.